No. 1
{"formula": "C4H8O3", "method": "ωB97M-V/def2-TZVPD", "elements": ["C", "O", "C", "O", "C", "C", "O", "H", "H", "H", "H", "H", "H", "H", "H"], "xyz": [[2.254, 0.102, 0.418], [0.870, 0.230, 0.592], [0.061, -0.753, 0.184], [0.380, -1.770, -0.385], [-1.301, -0.177, 0.365], [-1.100, 0.992, -0.794], [-2.345, -1.125, 0.410], [2.606, -0.529, 1.231], [2.645, 1.117, 0.508], [2.493, -0.331, -0.555], [-1.367, 0.317, 1.338], [-0.351, 1.761, -0.509], [-2.025, 1.517, -0.993], [-0.681, 0.583, -1.731], [-2.140, -1.936, -0.080]], "nbo_charge": [-0.262, -0.517, 0.768, -0.604, 0.018, -0.634, -0.703, 0.189, 0.195, 0.199, 0.202, 0.232, 0.218, 0.212, 0.488], "e_homo_ev": -10.259, "gap_ha": 0.406, "lumo_energy_ha": 0.0287}


No. 2
{"formula": "C18H21NO4", "method": "ωB97M-V/def2-TZVPD", "elements": ["C", "O", "C", "C", "C", "C", "C", "C", "N", "C", "O", "C", "C", "C", "C", "O", "C", "C", "O", "C", "C", "C", "C", "H", "H", "H", "H", "H", "H", "H", "H", "H", "H", "H", "H", "H", "H", "H", "H", "H", "H", "H", "H", "H"], "xyz": [[3.548, 3.181, 0.412], [2.157, 3.087, 0.593], [1.508, 2.002, 0.086], [2.109, 0.952, -0.595], [1.345, -0.114, -1.041], [-0.030, -0.171, -0.846], [-0.812, -1.423, -1.220], [-0.526, -2.489, -0.111], [-0.125, -1.903, 1.145], [-1.019, -1.304, 1.975], [-2.218, -1.503, 1.944], [-0.396, -0.382, 2.940], [-0.970, 0.377, 3.926], [0.067, 1.161, 4.476], [1.192, 0.827, 3.785], [0.929, -0.101, 2.857], [-2.327, -1.183, -1.325], [-2.646, -0.245, -2.491], [-2.188, -0.770, -3.718], [-0.800, -0.995, -3.696], [-0.397, -1.978, -2.594], [-0.618, 0.892, -0.161], [0.130, 1.957, 0.292], [3.845, 4.114, 0.887], [4.074, 2.348, 0.891], [3.815, 3.216, -0.649], [3.173, 0.940, -0.776], [1.859, -0.920, -1.542], [-1.429, -3.072, 0.075], [0.274, -3.159, -0.435], [0.823, -1.559, 1.192], [-2.003, 0.363, 4.207], [-0.013, 1.874, 5.270], [2.205, 1.172, 3.860], [-2.741, -0.803, -0.394], [-2.809, -2.142, -1.527], [-3.725, -0.126, -2.605], [-2.192, 0.744, -2.322], [-0.548, -1.394, -4.681], [-0.266, -0.042, -3.548], [0.673, -2.170, -2.656], [-0.918, -2.923, -2.760], [-1.675, 0.895, 0.046], [-0.336, 2.769, 0.829]], "nbo_charge": [-0.251, -0.494, 0.301, -0.323, -0.159, -0.078, -0.076, -0.216, -0.606, 0.634, -0.621, 0.153, -0.234, -0.320, 0.115, -0.405, -0.434, -0.073, -0.529, -0.069, -0.418, -0.148, -0.256, 0.201, 0.173, 0.177, 0.218, 0.201, 0.229, 0.202, 0.407, 0.243, 0.232, 0.205, 0.236, 0.213, 0.195, 0.165, 0.192, 0.165, 0.204, 0.212, 0.214, 0.226], "e_homo_ev": -8.500, "gap_ha": 0.335, "lumo_energy_ha": 0.0230}


No. 3
{"formula": "C6H6F2N2O", "method": "ωB97M-V/def2-TZVPD", "elements": ["C", "C", "F", "F", "C", "O", "N", "C", "C", "N", "C", "H", "H", "H", "H", "H", "H"], "xyz": [[-1.916, -0.109, -2.029], [-1.229, -0.387, -0.833], [-2.057, -0.393, 0.287], [-0.726, -1.691, -0.904], [0.157, 0.684, -0.540], [0.155, 1.504, -1.390], [0.864, 0.452, 0.552], [0.700, -0.520, 1.459], [1.742, -0.504, 2.303], [2.539, 0.565, 2.037], [1.966, 1.136, 1.058], [-2.563, -0.999, -2.153], [-2.564, 0.774, -1.977], [-1.108, -0.028, -2.763], [-0.192, -1.217, 1.358], [1.968, -1.152, 3.194], [2.264, 1.886, 0.341]], "nbo_charge": [-0.707, 0.637, -0.360, -0.369, 0.696, -0.526, -0.447, -0.064, -0.093, -0.403, 0.203, 0.247, 0.251, 0.256, 0.252, 0.225, 0.204], "e_homo_ev": -9.665, "gap_ha": 0.364, "lumo_energy_ha": 0.0089}


No. 4
{"formula": "C36H49GeN2O9PTa", "method": "ωB97M-V/def2-TZVPD", "elements": ["Ta", "O", "C", "C", "C", "N", "C", "C", "C", "O", "O", "C", "O", "O", "H", "H", "H", "O", "C", "O", "C", "C", "C", "C", "C", "N", "C", "O", "O", "H", "H", "H", "C", "Ge", "C", "C", "C", "H", "H", "H", "H", "H", "H", "H", "H", "H", "H", "C", "C", "C", "C", "C", "C", "P", "C", "C", "C", "C", "C", "C", "C", "C", "C", "C", "C", "C", "H", "H", "H", "H", "H", "H", "H", "H", "H", "H", "H", "H", "H", "H", "H", "H", "H", "H", "H", "H", "H", "H", "H", "H", "H", "H", "H", "H", "H", "H", "H", "H", "H"], "xyz": [[1.378, 0.515, -1.796], [-0.739, 6.491, -1.539], [-0.299, 5.242, -1.764], [-1.145, 4.152, -1.859], [-0.581, 2.912, -2.029], [0.742, 2.703, -2.095], [1.539, 3.780, -2.179], [1.062, 5.053, -1.979], [2.942, 3.692, -2.800], [3.407, 4.716, -3.234], [3.526, 2.540, -2.991], [-1.461, 1.683, -2.210], [-2.672, 1.846, -2.222], [-0.808, 0.593, -2.355], [-1.699, 6.480, -1.446], [-2.225, 4.224, -1.812], [1.742, 5.888, -2.059], [2.438, -0.975, 1.866], [2.217, -0.862, 0.675], [1.896, 0.327, 0.092], [2.251, -1.905, -0.331], [2.593, -3.229, -0.167], [2.583, -4.099, -1.253], [2.239, -3.581, -2.519], [1.905, -2.268, -2.662], [1.895, -1.395, -1.580], [1.593, -1.552, -3.916], [1.504, -2.069, -5.006], [1.434, -0.239, -3.671], [2.869, -3.561, 0.828], [2.846, -5.141, -1.133], [2.232, -4.201, -3.407], [5.821, 0.430, -0.246], [4.512, 1.871, -0.432], [5.458, 3.544, -0.849], [3.712, 2.231, 1.311], [3.419, 1.389, -2.034], [6.591, 0.685, 0.486], [6.299, 0.245, -1.211], [5.326, -0.490, 0.078], [6.290, 3.654, -0.146], [4.794, 4.402, -0.720], [5.845, 3.566, -1.869], [4.485, 2.713, 1.917], [3.369, 1.323, 1.806], [2.862, 2.915, 1.217], [4.029, 0.635, -2.534], [-1.288, -3.538, 4.223], [-0.263, -2.407, 4.287], [-0.574, -1.308, 3.248], [-1.311, -1.877, 2.019], [-0.774, -3.289, 1.742], [-1.208, -4.253, 2.861], [-1.124, -0.829, 0.500], [-1.761, 0.846, 1.021], [-0.720, 1.719, 1.746], [-1.119, 3.204, 1.628], [-2.651, 3.378, 1.615], [-3.314, 2.275, 2.437], [-3.107, 0.904, 1.761], [-2.512, -1.377, -0.623], [-3.846, -1.910, -0.032], [-4.120, -3.358, -0.440], [-4.201, -3.479, -1.965], [-3.005, -2.780, -2.665], [-1.930, -2.353, -1.667], [-2.289, -3.117, 4.367], [-1.129, -4.252, 5.034], [0.735, -2.819, 4.100], [-0.240, -1.971, 5.288], [0.365, -0.842, 2.938], [-1.193, -0.537, 3.713], [-2.371, -1.964, 2.262], [0.317, -3.235, 1.680], [-1.120, -3.665, 0.778], [-0.499, -5.084, 2.921], [-2.183, -4.686, 2.616], [-1.919, 1.316, 0.044], [0.279, 1.559, 1.340], [-0.673, 1.439, 2.798], [-0.691, 3.630, 0.714], [-0.691, 3.761, 2.466], [-3.028, 3.322, 0.586], [-2.924, 4.365, 1.998], [-4.382, 2.471, 2.558], [-2.878, 2.270, 3.441], [-3.911, 0.734, 1.038], [-3.178, 0.112, 2.512], [-2.736, -0.462, -1.177], [-4.669, -1.293, -0.410], [-3.885, -1.823, 1.053], [-5.055, -3.700, 0.011], [-3.328, -4.008, -0.053], [-5.137, -3.018, -2.295], [-4.251, -4.533, -2.248], [-3.347, -1.885, -3.192], [-2.565, -3.438, -3.417], [-1.118, -1.854, -2.193], [-1.500, -3.237, -1.188]], "mulliken_charge": [2.814, -0.583, 0.935, -0.309, 0.449, -0.420, 0.270, -0.852, 0.045, -0.633, -0.412, -0.051, -0.773, -0.624, 0.315, 0.462, 0.591, -0.804, 0.249, -1.108, -0.101, -0.259, -1.198, -0.389, 0.280, 0.561, 0.279, -0.765, -0.828, 0.543, 0.403, 0.541, -1.292, 0.841, -1.445, -1.129, -0.863, 0.409, 0.387, 0.355, 0.422, 0.378, 0.385, 0.507, 0.296, 0.277, 0.708, -0.781, -0.899, -0.315, 0.536, -0.023, -0.906, 0.313, 1.202, -0.300, -0.497, -0.626, -1.121, -0.717, 0.451, -0.956, -0.841, -0.812, -1.001, 0.162, 0.273, 0.491, 0.279, 0.526, -0.238, 0.184, 1.020, -0.097, -0.257, 0.509, 0.224, -1.089, -0.665, 0.635, -0.117, 0.610, 0.071, 0.573, 0.577, 0.349, 0.335, 0.018, 0.533, 0.416, 0.419, 0.452, 0.179, 0.345, 0.357, 0.293, 0.484, -0.659, 0.238], "total_charge": -1, "e_homo_ev": [-2.949, -2.948], "gap_ha": [0.171, 0.171], "lumo_energy_ha": [0.0622, 0.0622]}


Which molecular weight belongs to each record? In order, 104.1 315.4 160.1 938.3 g/mol.
Which energy above the lowest of the compared OMol25 structures with the same formula, charge and spin belongs to each record? In order, 38.5 38.9 0.0 64.6 kcal per mole.
Which DFT total energy belongs to each record? In order, -382.9035 -1054.2046 -616.6742 -4663.4194 Eh.